# C18H35FO13

A cluster of 4 separate species, C18H35FO13 in total at a distorted geometry (ωB97M-V/def2-TZVPD, OMol25).

## Properties
strongest force on any atom: 2.87 eV Å⁻¹
SMILES: CCCOOC(=O)O[C@@H](C)F.CCOC(=O)OC.CCOC(=O)OC.CCOC(=O)OC
LUMO level: 0.553 eV
electronic energy: -1784.77321 Eh
HOMO level: -10.516 eV
HOMO-LUMO gap: 11.069 eV

Atoms and positions in Å:
O -3.006 -0.483 1.758
C 0.159 -0.450 -2.300
C -3.782 -1.463 1.308
H -3.870 -4.272 0.923
O -3.890 -1.807 0.161
C -0.193 -6.955 0.964
H 3.718 -0.591 -3.499
H -0.007 -7.612 0.116
H -1.417 -0.576 0.419
H 0.670 2.013 -3.040
H 3.416 2.060 -3.832
O 0.094 6.440 -0.675
O 1.017 -0.845 -3.293
H -5.944 -3.200 2.898
C -0.032 5.786 1.677
H -0.356 4.985 2.342
H -0.891 3.478 -3.613
H -1.701 0.979 1.216
H 4.826 1.315 -3.144
H 1.010 6.012 1.895
H 2.640 -6.971 5.659
H 4.083 3.213 -1.798
H -5.914 -2.842 1.175
H 2.796 8.845 -2.762
H 3.294 8.531 -1.087
C -0.209 5.370 0.233
C -4.506 -4.362 1.802
O -0.303 -6.261 3.544
O 1.861 0.254 -3.672
C 0.698 -6.769 3.114
H 0.865 -6.970 5.680
H -1.130 -7.266 1.426
H -1.497 3.527 -1.994
O 0.896 -7.190 1.869
C -0.248 -5.514 0.506
H -2.140 2.377 -3.198
C -5.291 -3.090 2.034
H 2.940 -0.212 -1.959
H 4.106 1.716 -0.883
H -1.026 -5.385 -0.247
C 3.096 0.121 -2.975
O 0.081 -1.072 -1.253
H -3.860 -4.572 2.656
H -5.179 -5.206 1.654
O 1.798 -7.034 3.818
O 2.302 6.047 -0.400
C 3.618 2.242 -1.690
F 0.153 2.026 -1.119
C 1.389 6.671 -0.871
O -4.430 -1.987 2.347
C 1.748 -6.586 5.174
C -1.262 2.863 -2.809
H -1.251 5.117 0.046
C 2.846 8.095 -1.979
H 0.708 -5.212 0.078
O -0.696 0.571 -2.610
H 0.393 4.495 -0.011
C -0.205 1.877 -2.428
H -2.777 0.456 -0.092
O 1.500 7.698 -1.712
H 1.756 -5.498 5.212
H -0.619 6.680 1.890
H 2.583 2.386 -1.425
C -2.180 0.120 0.753
H -0.463 -4.844 1.336
C 3.769 1.478 -2.992
H 3.442 7.252 -2.321


# C10H24CoN6O7

A structure of composition C10H24CoN6O7 at a distorted geometry (ωB97M-V/def2-TZVPD, OMol25).

## Properties
strongest force on any atom: 8.54 eV Å⁻¹
multiplicity: 4
energy above the lowest of the compared OMol25 structures with the same formula, charge and spin: 0.000 eV
LUMO level (spin up / spin down): -0.213 / -0.897 eV
electronic energy: -2633.04740 Eh
HOMO level (spin up / spin down): -6.042 / -8.209 eV
HOMO-LUMO gap (spin up / spin down): 5.829 / 7.312 eV

Atoms and positions in Å:
H -3.099 -3.698 0.303
C -1.543 -2.244 0.282
H 0.319 -4.288 -1.786
C -2.566 -3.040 1.002
H 1.069 4.488 -0.049
H 1.741 -1.343 4.846
Co -0.156 -0.072 -0.637
H 0.263 0.276 4.512
O -2.137 -0.394 1.457
H -1.291 -4.673 -1.122
H -0.271 4.082 1.045
C -0.924 0.397 -2.131
H -1.356 -0.506 -1.628
H -2.097 -3.685 1.759
C 0.729 3.782 0.722
O 1.326 -0.855 1.766
H -3.290 -2.388 1.498
C 1.802 1.813 -0.525
O 2.666 -0.140 -1.206
C 0.730 2.397 0.184
H 2.179 -2.373 3.543
H 0.093 1.019 2.970
O -3.198 3.705 0.580
H -2.636 2.952 0.888
H -0.704 1.381 -1.685
C 1.185 -0.708 2.984
H 1.422 3.870 1.572
H -4.001 3.283 0.231
H 3.165 2.558 -1.981
H 0.196 0.205 -4.190
N -0.283 1.518 0.426
H 3.197 3.422 -0.434
O 1.521 -2.293 -1.371
N -1.401 -0.911 0.475
H 0.135 -4.740 -0.074
N 1.559 -1.664 3.907
N 0.374 -1.827 -0.920
O 0.581 -0.089 -3.346
N 1.616 0.499 -0.835
N 0.629 0.403 3.579
H 2.128 -1.388 -1.386
C -0.328 -4.194 -0.908
H -1.776 0.614 1.498
H 3.939 1.807 -0.574
C -0.531 -2.768 -0.559
H -1.571 0.557 -2.975
O -1.120 1.835 1.384
C 3.097 2.433 -0.891


# C49H60BGeN2O3SbSe2SiW

A structure of composition C49H60BGeN2O3SbSe2SiW at a distorted geometry (ωB97M-V/def2-TZVPD, OMol25).

## Properties
total charge: +2
strongest force on any atom: 5.08 eV Å⁻¹
multiplicity: 3
LUMO level (spin up / spin down): -6.670 / -6.810 eV
electronic energy: -9739.26349 Eh
HOMO level (spin up / spin down): -11.156 / -12.581 eV
HOMO-LUMO gap (spin up / spin down): 4.486 / 5.771 eV

Atoms and positions in Å:
H 0.418 2.008 1.974
C -0.568 1.394 -5.316
H -0.413 2.185 3.530
C -1.958 -0.618 -6.666
C -1.946 -2.647 -2.323
C -0.668 -2.479 -2.878
C 4.294 0.040 -4.382
C -1.483 -0.834 -5.387
H -5.329 -1.291 3.336
C -0.783 0.157 -4.717
H -0.968 -3.145 3.325
H -1.454 -2.408 0.698
O -1.296 0.330 0.955
C 3.265 -4.741 2.177
H 2.259 -4.333 2.092
C 2.162 0.118 -3.310
O -0.816 3.359 -0.100
C -2.757 -1.477 -1.820
C 3.001 -0.469 -4.252
C -1.977 3.761 -0.699
H -2.509 -1.393 -7.170
H 1.027 -3.466 -3.762
H -0.202 3.480 -5.018
C -1.789 -5.022 -2.752
N 0.348 -1.927 -0.261
C -2.675 0.805 2.913
C -2.378 2.781 -1.604
Ge 2.539 -0.603 5.283
C 1.120 -6.112 -0.224
H 5.568 -3.287 -0.772
H -0.061 -2.481 4.708
H 2.598 -1.272 -6.175
H 2.209 -1.817 -1.264
C -3.475 2.942 -2.424
C -1.536 1.026 2.114
C -0.553 -2.855 0.277
C -4.055 1.474 4.799
H -2.929 -0.756 -2.630
C -3.832 5.069 -1.314
Se 2.470 0.257 0.532
H -4.428 5.963 -1.210
H 1.509 -1.840 -4.912
H 0.322 0.410 4.392
C 4.164 0.417 4.783
C -3.570 -0.270 2.692
C -2.706 4.919 -0.520
H 4.165 2.593 -2.175
C -1.028 1.580 -6.618
H 5.083 -0.096 5.047
H -3.729 -1.824 -1.473
H 0.015 -5.687 -3.690
H 1.692 0.795 3.324
C -0.362 -4.200 0.287
C -4.199 4.114 -2.256
C 5.482 -4.086 -0.037
C -0.531 -4.845 -3.296
H -0.843 2.527 -7.103
C -2.490 -3.927 -2.276
C 2.546 -1.585 -5.132
C 1.709 0.000 6.976
H 4.162 0.622 3.715
H 4.164 1.369 5.305
C -2.959 1.674 3.999
H 3.922 -1.347 2.452
H -3.739 2.209 -3.172
H 3.180 -2.463 -5.020
H -2.327 2.525 4.186
H -2.046 0.760 -8.305
H 2.650 -4.207 -1.274
H -2.229 -6.006 -2.701
H -1.654 -1.788 -4.913
H 5.021 -4.951 -0.514
Si 4.534 -3.528 1.491
C 3.856 1.742 -2.756
H -5.777 0.260 5.196
H 1.892 1.765 -1.922
C -0.634 -2.234 3.815
C 2.751 -2.580 5.217
C 1.747 -3.837 -0.822
H 2.370 -2.968 4.276
H -5.064 4.287 -2.876
N 1.437 -7.218 -0.191
H -2.264 -0.945 -0.970
C -1.711 0.589 -7.295
H 4.962 -0.431 -5.089
H 5.476 -1.239 1.674
H -0.950 3.112 2.147
H 1.538 1.074 6.943
H 5.344 -1.969 3.278
C 1.205 0.004 3.898
H 0.757 -0.506 7.122
C -4.662 -0.460 3.508
C 0.820 -4.753 -0.258
C -0.568 2.136 2.455
C 1.492 -2.508 -0.820
H -4.249 2.162 5.609
H 2.202 -3.040 6.034
W 0.176 0.112 -0.028
C 0.035 -3.580 -3.348
H -3.482 -4.067 -1.873
H 3.284 -5.692 1.639
H 6.496 -4.380 0.232
C 4.862 -1.882 2.306
O -1.473 1.740 -1.532
C 2.578 1.247 -2.601
H -3.377 -0.954 1.873
H 2.342 -0.220 7.831
B -0.430 2.133 -0.596
C 0.142 2.522 -4.630
Se 0.537 -1.259 2.571
H 1.217 2.456 -4.809
H -1.495 -1.626 4.089
H 3.796 -2.852 5.326
Sb 0.081 -0.401 -2.808
H 5.735 1.480 -3.739
H -0.036 2.501 -3.552
H -2.405 5.672 0.189
C -4.917 0.409 4.564
H -1.107 -4.850 0.714
H 3.432 -4.957 3.231
C 4.726 1.116 -3.632